The following is a DFT calculation (ωB97M-V with the def2-TZVPD basis set) of a 2-piece molecular cluster, CH4NOPS overall.

Summary:
E_HOMO (alpha / beta) = -8.6 / -8.6 eV
ΔE to the lowest compared entry with this formula, charge and spin = 67.2 kcal/mol
E = -24759.581 eV
lowest unoccupied orbital energy (alpha / beta) = -0.92 / -0.93 eV

Structure (ORCA input):
```
! wB97M-V def2-TZVPD RIJCOSX def2/J DEFGRID3
* xyz 0 1
C 0.29863 -0.43115 -1.12984
N -1.59021 1.35649 0.76641
O 0.41630 0.74796 -0.81468
P -2.80500 -1.03089 -0.26910
S -2.67213 0.99275 -0.22469
H 0.13677 -0.79124 -2.07180
H 0.54424 -1.12881 -0.43427
H -1.49648 2.27954 1.25565
H -1.94662 -0.78128 0.84273
*
```

Which charges does Mulliken predict for the atoms? In e, they are: number 1, C, carries -0.369; number 2, N, carries -0.435; number 3, O, carries -0.413; number 4, P, carries -0.131; number 5, S, carries 0.201; number 6, H, carries 0.377; number 7, H, carries 0.377; number 8, H, carries 0.255; number 9, H, carries 0.138

=====

The following is a DFT calculation (ωB97M-V with the def2-TZVPD basis set) of a 15-piece molecular cluster, H30O15 overall.

Summary:
E_HOMO = -10.4 eV
ΔE to the lowest compared entry with this formula, charge and spin = 38.0 kcal/mol
E = -31200.018 eV
lowest unoccupied orbital energy = -0.39 eV

Structure (ORCA input):
```
! wB97M-V def2-TZVPD RIJCOSX def2/J DEFGRID3
* xyz 0 1
O -5.75000 5.66100 -4.22800
H -5.03200 5.51600 -4.85700
H -6.45400 5.85700 -4.83500
O -3.64800 4.13700 -9.23500
H -3.12100 4.59400 -8.64300
H -4.19200 3.56400 -8.69900
O -0.43400 5.14500 -4.71700
H -0.80900 4.89700 -5.54700
H -1.14300 4.83800 -4.14700
O -4.14800 4.85000 -6.36000
H -3.88500 3.94600 -6.17500
H -3.50800 5.51600 -6.00600
O -3.51300 2.26900 -6.02500
H -2.58500 2.34600 -6.27100
H -3.47700 2.08300 -5.08200
O -5.80700 0.64400 -5.73900
H -5.54400 1.56400 -5.92800
H -5.35900 0.45300 -4.93400
O -5.07500 8.15100 -7.21300
H -5.06700 8.92500 -7.75200
H -4.26400 7.66900 -7.30800
O -6.63000 3.46000 -6.59400
H -5.83200 3.92000 -6.28300
H -6.35900 3.08600 -7.45800
O -2.75900 7.16900 -8.53300
H -2.28700 6.73100 -7.84000
H -2.32200 7.97500 -8.71600
O -5.23600 3.07700 -3.80700
H -5.51000 3.98500 -3.83200
H -5.44500 2.64400 -2.99600
O -7.27500 6.63500 -6.20900
H -6.72600 6.02900 -6.69600
H -6.77900 7.46100 -6.31500
O -2.53300 3.50400 -3.34700
H -3.42100 3.29200 -3.57400
H -2.53400 3.44800 -2.38700
O -6.07000 6.19700 -8.89400
H -5.44000 6.57400 -8.26000
H -5.59100 6.08200 -9.74300
O -1.21400 5.21100 -7.53500
H -0.83200 4.56600 -8.11800
H -0.46200 5.73500 -7.26300
O -2.79600 7.13600 -5.62100
H -2.88900 6.90300 -4.70300
H -2.64300 8.05200 -5.63200
*
```

Which charges does Mulliken predict for the atoms? In e, they are: number 1, O, carries -0.793; number 2, H, carries 0.234; number 3, H, carries 0.551; number 4, O, carries -0.693; number 5, H, carries 0.250; number 6, H, carries 0.296; number 7, O, carries -0.646; number 8, H, carries 0.347; number 9, H, carries 0.347; number 10, O, carries 0.912; number 11, H, carries 0.136; number 12, H, carries -0.198; number 13, O, carries -0.632; number 14, H, carries 0.265; number 15, H, carries 0.203; number 16, O, carries -0.633; number 17, H, carries 0.385; number 18, H, carries 0.292; number 19, O, carries -0.566; number 20, H, carries 0.223; number 21, H, carries 0.288; number 22, O, carries -0.688; number 23, H, carries 0.110; number 24, H, carries 0.364; number 25, O, carries -0.599; number 26, H, carries 0.232; number 27, H, carries 0.278; number 28, O, carries -0.571; number 29, H, carries 0.409; number 30, H, carries 0.228; number 31, O, carries -0.750; number 32, H, carries 0.268; number 33, H, carries 0.395; number 34, O, carries -0.610; number 35, H, carries 0.352; number 36, H, carries 0.253; number 37, O, carries -0.664; number 38, H, carries 0.295; number 39, H, carries 0.310; number 40, O, carries -0.618; number 41, H, carries 0.222; number 42, H, carries 0.331; number 43, O, carries -0.498; number 44, H, carries 0.157; number 45, H, carries 0.223

=====

The following is a DFT calculation (ωB97M-V with the def2-TZVPD basis set) of C48H43Cl4CrN4O3PSe as an isolated structure.

Summary:
E_HOMO (alpha / beta) = -5.1 / -7.1 eV
ΔE to the lowest compared entry with this formula, charge and spin = 0.0 kcal/mol
E = -215728.482 eV
lowest unoccupied orbital energy (alpha / beta) = -1.17 / -1.26 eV

Structure (ORCA input):
```
! wB97M-V def2-TZVPD RIJCOSX def2/J DEFGRID3
* xyz 0 5
Cr -0.40171 -0.77654 0.04492
Cl -5.49733 -2.49059 -3.94431
C -4.35626 -2.45022 -2.65076
C -4.53325 -3.25404 -1.53717
Cl -5.89673 -4.30618 -1.42015
C -3.60689 -3.20280 -0.49007
Cl -3.80819 -4.15891 0.93827
C -2.52227 -2.34177 -0.54648
O -1.63977 -2.21191 0.42437
C -2.33370 -1.51974 -1.68757
O -1.29956 -0.70308 -1.66406
C -3.25569 -1.58840 -2.72652
Cl -3.02369 -0.55886 -4.09651
C 4.21447 -5.77618 -1.91334
C 4.47482 -4.26935 -1.93945
C 4.82327 -3.85911 -3.37647
C 5.66449 -3.96697 -1.01837
C 3.25899 -3.47031 -1.47818
C 2.02589 -4.08074 -1.17260
C 0.97413 -3.29561 -0.76310
N 1.05835 -1.97299 -0.63778
C 2.22798 -1.33630 -0.95154
C 3.33673 -2.10280 -1.36865
C 2.20807 0.07854 -0.83459
C 3.31943 0.92533 -1.07674
C 3.21803 2.28319 -0.98226
C 1.94060 2.82078 -0.64154
C 0.90514 1.96988 -0.39392
N 1.00352 0.63032 -0.44288
C 4.37793 3.23193 -1.23125
C 5.67307 2.49515 -1.56527
C 4.61503 4.08323 0.02480
C 4.02190 4.15102 -2.40915
H 5.12835 -6.30522 -2.18374
H 3.44125 -6.06444 -2.62543
H 3.91333 -6.11613 -0.92229
H 5.69543 -4.41490 -3.72401
H 5.05131 -2.79593 -3.44329
H 3.99287 -4.06824 -4.05091
H 6.52119 -4.57765 -1.30496
H 5.41803 -4.18852 0.01987
H 5.96551 -2.92198 -1.07724
H 1.87671 -5.14428 -1.25747
H 0.01288 -3.72407 -0.51017
H 4.25635 -1.59193 -1.61189
H 4.25983 0.46751 -1.33907
H 1.77098 3.88456 -0.58173
H -0.07148 2.35580 -0.12370
H 5.97388 1.82655 -0.75889
H 6.47342 3.21908 -1.71235
H 5.58057 1.91360 -2.48226
H 4.94722 3.45999 0.85618
H 3.71177 4.60515 0.33602
H 5.38477 4.83001 -0.16990
H 3.83335 3.56766 -3.31124
H 4.84467 4.83742 -2.60947
H 3.13257 4.74391 -2.20099
O -1.90802 0.42831 0.73919
P -2.88904 1.55868 0.77713
C -3.02489 2.24793 2.43311
C -4.20216 2.83719 2.88521
C -4.25768 3.37694 4.15998
C -3.14406 3.32107 4.98704
C -1.97401 2.72343 4.54313
C -1.91518 2.18768 3.26821
C -4.49429 0.90124 0.30576
C -4.77914 -0.40861 0.69309
C -5.98712 -0.98356 0.33801
C -6.91408 -0.25175 -0.39241
C -6.63111 1.04873 -0.78119
C -5.41814 1.62633 -0.43835
C -2.51939 2.90905 -0.34610
C -2.09637 2.57157 -1.63140
C -1.83723 3.57365 -2.55031
C -1.99800 4.90491 -2.19323
C -2.41329 5.24078 -0.91316
C -2.67457 4.24391 0.01334
H -5.07660 2.86371 2.24707
H -5.17295 3.83156 4.51253
H -3.19334 3.73716 5.98344
H -1.10887 2.66982 5.18996
H -1.01138 1.70642 2.91797
H -4.03300 -0.98702 1.22348
H -6.19568 -2.01039 0.61180
H -7.85233 -0.70600 -0.67729
H -7.34486 1.60670 -1.37238
H -5.18096 2.62734 -0.77601
H -1.93592 1.53560 -1.89889
H -1.50379 3.30845 -3.54353
H -1.79419 5.68499 -2.91384
H -2.52760 6.27902 -0.63305
H -2.98675 4.50879 1.01542
Se 1.67657 0.47131 2.35878
N 0.50360 -0.82776 1.93694
C 0.35721 -1.61885 3.00058
C -0.47338 -2.78173 3.07960
C -0.48530 -3.48063 4.24326
C 0.29171 -3.09281 5.38354
C 1.08618 -1.99590 5.35346
C 1.14366 -1.22440 4.14902
N 1.89247 -0.14415 3.99556
H -1.08145 -3.05544 2.23162
H -1.10765 -4.36290 4.31840
H 0.23268 -3.69193 6.28170
H 1.67815 -1.68234 6.20101
*
```

Atom charges from the Mulliken analysis, given in e for atoms 1 to 99: number 1, Cr, carries 0.491; number 2, Cl, carries -0.228; number 3, C, carries 0.330; number 4, C, carries 0.479; number 5, Cl, carries -0.186; number 6, C, carries 0.560; number 7, Cl, carries -0.192; number 8, C, carries -1.531; number 9, O, carries 0.893; number 10, C, carries 0.318; number 11, O, carries -0.388; number 12, C, carries 0.425; number 13, Cl, carries -0.221; number 14, C, carries -2.240; number 15, C, carries 1.922; number 16, C, carries -1.573; number 17, C, carries -1.613; number 18, C, carries 0.808; number 19, C, carries -0.872; number 20, C, carries -1.144; number 21, N, carries 0.471; number 22, C, carries -0.360; number 23, C, carries -0.664; number 24, C, carries -0.333; number 25, C, carries -0.519; number 26, C, carries 0.719; number 27, C, carries -1.226; number 28, C, carries -1.735; number 29, N, carries 0.422; number 30, C, carries 1.994; number 31, C, carries -2.123; number 32, C, carries -1.650; number 33, C, carries -1.671; number 34, H, carries 0.463; number 35, H, carries 0.389; number 36, H, carries 0.420; number 37, H, carries 0.444; number 38, H, carries 0.316; number 39, H, carries 0.360; number 40, H, carries 0.462; number 41, H, carries 0.357; number 42, H, carries 0.325; number 43, H, carries 0.502; number 44, H, carries 0.606; number 45, H, carries 0.411; number 46, H, carries 0.427; number 47, H, carries 0.624; number 48, H, carries 1.130; number 49, H, carries 0.423; number 50, H, carries 0.425; number 51, H, carries 0.400; number 52, H, carries 0.343; number 53, H, carries 0.322; number 54, H, carries 0.449; number 55, H, carries 0.352; number 56, H, carries 0.469; number 57, H, carries 0.337; number 58, O, carries 0.381; number 59, P, carries 0.929; number 60, C, carries -0.029; number 61, C, carries -0.388; number 62, C, carries -0.703; number 63, C, carries -0.509; number 64, C, carries -0.709; number 65, C, carries -0.172; number 66, C, carries 0.576; number 67, C, carries -0.804; number 68, C, carries -0.626; number 69, C, carries -0.729; number 70, C, carries -0.803; number 71, C, carries -0.376; number 72, C, carries 0.370; number 73, C, carries -0.030; number 74, C, carries -0.722; number 75, C, carries -0.639; number 76, C, carries -0.784; number 77, C, carries -0.644; number 78, H, carries 0.446; number 79, H, carries 0.421; number 80, H, carries 0.393; number 81, H, carries 0.462; number 82, H, carries 0.072; number 83, H, carries 0.599; number 84, H, carries 0.553; number 85, H, carries 0.432; number 86, H, carries 0.431; number 87, H, carries 0.464; number 88, H, carries 0.297; number 89, H, carries 0.486; number 90, H, carries 0.405; number 91, H, carries 0.438; number 92, H, carries 0.401; number 93, Se, carries 0.257; number 94, N, carries 0.215; number 95, C, carries 1.095; number 96, C, carries -0.590; number 97, C, carries -1.105; number 98, C, carries -0.566; number 99, C, carries -0.831

=====

The following is a DFT calculation (ωB97M-V with the def2-TZVPD basis set) of a 2-piece molecular cluster, C9H14 overall.

Summary:
E_HOMO = -9.1 eV
ΔE to the lowest compared entry with this formula, charge and spin = 21.4 kcal/mol
E = -9559.253 eV
lowest unoccupied orbital energy = 1.03 eV
SMILES = Cc1ccccc1.CC

Structure (ORCA input):
```
! wB97M-V def2-TZVPD RIJCOSX def2/J DEFGRID3
* xyz 0 1
C -3.06605 0.80704 1.05194
C -2.87098 -0.43217 0.18426
H -3.78474 0.70806 1.86918
H -2.13800 1.20977 1.44703
H -3.64425 1.57774 0.55946
H -3.53184 -1.26655 0.49557
H -3.10995 -0.31316 -0.87257
H -1.81210 -0.68301 0.37696
C 2.59196 -1.57920 -1.69272
C 1.18747 -1.04118 0.38152
C 1.93131 -0.63572 -0.72594
C 0.51518 -0.07937 1.15491
C 0.69669 1.27429 0.94292
C 1.98623 0.73442 -1.00201
C 1.35014 1.69707 -0.23194
H 0.86255 -2.07953 0.46863
H 0.16900 -0.33610 2.15751
H 2.12715 -1.53438 -2.69341
H 2.55027 -2.61374 -1.34272
H 0.36858 2.11388 1.55303
H 2.67657 1.12440 -1.75164
H 1.28382 2.73364 -0.50711
H 3.66100 -1.38619 -1.82287
*
```

Which charges does Mulliken predict for the atoms? In e, they are: number 1, C, carries -0.796; number 2, C, carries -0.385; number 3, H, carries 0.300; number 4, H, carries 0.143; number 5, H, carries 0.302; number 6, H, carries 0.278; number 7, H, carries 0.268; number 8, H, carries -0.073; number 9, C, carries -1.409; number 10, C, carries -0.221; number 11, C, carries 0.867; number 12, C, carries -0.823; number 13, C, carries -0.315; number 14, C, carries -0.345; number 15, C, carries -0.540; number 16, H, carries 0.293; number 17, H, carries 0.344; number 18, H, carries 0.286; number 19, H, carries 0.360; number 20, H, carries 0.419; number 21, H, carries 0.311; number 22, H, carries 0.400; number 23, H, carries 0.337

=====

- Which value of E does entry 1 give?
  -24759.581 eV

=====

- Among the records above, which one has the highest ΔE to the lowest compared entry with this formula, charge and spin?
  CH4NOPS

=====

- Look up the E of the first one.
  -24759.581 eV

=====

- What is the formula in the second record?
  H30O15